Entry 1:
An isolated molecule of C4H2Br3N3O2 in a non-equilibrium geometry. Source: OMol25; level of theory: ωB97M-V/def2-TZVPD.

Summary:
**Gap between HOMO and LUMO**: 6.29 eV
**HOMO**: -8.7 eV
**ΔE to the lowest compared entry with this formula, charge and spin**: 317.8 kJ/mol

Geometry as XYZ:
```
14
Properties=species:S:1:pos:R:3:forces:R:3:nbo_charge:R:1
C -0.31159 -0.05666 1.21103 0.790 1.132 1.470 0.51
C 0.24956 -0.59417 -1.25014 -1.959 -1.188 -0.468 0.62
C -0.12175 1.73632 -0.38310 -0.134 0.842 -0.720 0.76
C -0.29791 -1.26579 1.63398 0.337 -1.851 0.297 -0.45
N 1.36247 -1.00544 -0.81560 3.288 -0.545 0.821 -0.65
N -0.32485 1.19998 0.98538 -0.708 -2.102 0.146 -0.46
N 0.30892 0.85867 -1.28496 0.115 1.351 -0.020 -0.53
O -0.81362 -1.12593 -1.56165 -0.526 0.107 0.046 -0.69
O -0.41640 2.88469 -0.53794 0.192 0.294 0.188 -0.55
Br 1.56517 -2.85842 -0.58651 -0.506 0.437 -0.101 0.13
Br -1.26399 2.33292 2.17333 0.150 -0.231 -0.306 0.35
Br 0.61610 1.59485 -2.93364 0.050 0.036 -0.471 0.31
H -0.96483 -1.87787 0.96940 0.220 0.185 0.854 0.33
H 0.41271 -1.82315 2.38042 -1.310 1.532 -1.739 0.33
```
Forces are in eV/Å.

***

Entry 2:
C4H2Cl2 as an isolated structure in a non-equilibrium geometry. Source: OMol25; level of theory: ωB97M-V/def2-TZVPD.

Summary:
**Gap between HOMO and LUMO (alpha / beta)**: 5.92 / 7.52 eV
**HOMO (alpha / beta)**: -8.0 / -8.9 eV
**ΔE to the lowest compared entry with this formula, charge and spin**: 671.4 kJ/mol

Geometry as XYZ:
```
8
Properties=species:S:1:pos:R:3:forces:R:3:nbo_charge:R:1
C -0.16873 1.61624 -0.28123 0.955 0.177 -0.368 -0.20
C -1.08917 0.61530 -0.32203 -1.657 1.055 0.596 -0.23
C -2.25969 0.25707 -0.22422 0.097 -1.882 -0.705 -0.09
C 1.61417 -0.49950 0.75729 0.383 -1.559 -0.413 -0.52
Cl 2.72020 -1.25550 -0.36525 1.094 -0.843 -0.121 -0.04
Cl 1.35045 0.99675 0.06109 0.193 2.385 0.143 0.64
H -2.92499 -0.58070 -0.35236 -0.311 0.479 0.313 0.23
H 0.75776 -1.14966 0.72672 -0.755 0.187 0.555 0.21
```
Forces are in eV/Å.

***

Entry 3:
An isolated molecule of C4H2Cl2 in a non-equilibrium geometry. Source: OMol25; level of theory: ωB97M-V/def2-TZVPD.

Summary:
**Gap between HOMO and LUMO**: 8.39 eV
**HOMO**: -10.3 eV
**ΔE to the lowest compared entry with this formula, charge and spin**: 301.1 kJ/mol

Geometry as XYZ:
```
8
Properties=species:S:1:pos:R:3:forces:R:3:nbo_charge:R:1
C 2.74381 -0.13244 0.57746 1.175 -0.275 0.577 0.17
C 1.59928 -0.04115 0.06203 -0.941 -0.298 -0.088 -0.45
C 0.50818 0.43155 -0.49284 -1.652 1.097 3.923 0.04
C -0.86704 0.73463 0.36506 3.259 -1.034 -0.922 -0.30
Cl -1.55367 -0.90097 0.29242 -0.497 0.059 0.679 0.02
Cl -1.88151 1.90253 -0.37898 -0.444 0.595 -0.496 0.04
H 0.63872 0.90736 -1.38238 -0.434 0.954 -2.969 0.22
H -0.56402 1.14942 1.36153 -0.466 -1.097 -0.704 0.26
```
Forces are in eV/Å.

***

Entry 4:
C4H2Cl3F4O2 as an isolated structure in a non-equilibrium geometry. Source: OMol25; level of theory: ωB97M-V/def2-TZVPD.

Summary:
**Charge**: +1
**Gap between HOMO and LUMO**: 9.25 eV
**HOMO**: -15.8 eV
**ΔE to the lowest compared entry with this formula, charge and spin**: 52.1 kJ/mol

Geometry as XYZ:
```
15
Properties=species:S:1:pos:R:3:forces:R:3:nbo_charge:R:1
C -0.52377 -0.06053 -0.37511 -2.416 2.274 2.847 -0.19
C -0.05777 -2.31961 -1.29928 -0.557 3.567 0.585 0.39
C -1.02684 0.99251 -1.43621 2.694 -3.924 0.835 0.86
C 1.02947 -3.30281 -1.22618 -0.935 -0.469 -2.720 0.37
O 0.25687 -1.14995 -0.76776 0.369 -2.636 -0.648 -0.40
O -1.41896 2.09571 -0.81047 0.347 3.117 -1.643 -0.11
F -0.03606 1.37555 -2.27045 -0.769 0.064 0.401 -0.28
F -1.92279 0.30245 -2.12222 -1.426 0.495 -1.272 -0.32
F 2.02277 -2.96692 -0.52407 1.135 -0.280 1.514 -0.22
F -2.12095 1.85467 0.32114 -1.035 -0.900 1.371 -0.08
Cl 0.50943 -4.96028 -1.26413 0.928 1.029 -0.038 0.18
Cl -1.55765 -2.64793 -1.93738 0.205 -0.053 0.405 0.29
Cl 1.48896 -2.38577 -3.00713 -0.377 -1.321 0.735 0.01
H 0.03208 0.54505 0.37705 0.438 -0.839 -0.763 0.26
H -1.44281 -0.34737 0.28083 1.400 -0.124 -1.611 0.25
```
Forces are in eV/Å.

***

Entry 5:
An isolated molecule of C4H2ClF in a non-equilibrium geometry. Source: OMol25; level of theory: ωB97M-V/def2-TZVPD.

Summary:
**Gap between HOMO and LUMO**: 9.97 eV
**HOMO**: -9.2 eV
**SMILES**: C#C/C=C(\F)Cl
**ΔE to the lowest compared entry with this formula, charge and spin**: 24.9 kJ/mol

Geometry as XYZ:
```
8
Properties=species:S:1:pos:R:3:forces:R:3:nbo_charge:R:1
C -0.51750 -1.77978 1.18392 0.312 1.694 -1.483 -0.20
C -0.31160 -0.76225 0.55971 0.812 -0.416 1.284 -0.04
C 0.21064 0.55102 0.24514 -1.822 -2.164 -2.957 -0.39
C 0.19634 0.90780 -1.06125 1.075 2.199 2.227 0.44
F -0.05099 0.13675 -2.07238 -0.314 -0.419 -0.298 -0.28
Cl 0.60602 2.56842 -1.52067 -0.186 -1.100 0.036 -0.01
H -0.54706 -2.73853 1.56778 -0.366 -1.199 0.602 0.23
H 0.41414 1.11656 1.09775 0.488 1.405 0.588 0.26
```
Forces are in eV/Å.

***

Entry 6:
A 2-piece molecular cluster, C4H2ClNO2 overall in a non-equilibrium geometry. Source: OMol25; level of theory: ωB97M-V/def2-TZVPD.

Summary:
**Gap between HOMO and LUMO (alpha / beta)**: 6.67 / 6.69 eV
**HOMO (alpha / beta)**: -9.0 / -9.1 eV
**ΔE to the lowest compared entry with this formula, charge and spin**: 836.3 kJ/mol

Geometry as XYZ:
```
10
Properties=species:S:1:pos:R:3:forces:R:3:nbo_charge:R:1
C -1.46611 0.88047 -0.09146 -0.273 -0.412 0.012 -0.10
C -1.52479 -0.49120 0.11003 0.193 0.570 -0.066 0.18
C 0.51525 0.12796 0.04730 -0.449 1.956 -0.131 0.22
C 1.87926 0.00293 0.05202 1.179 -5.473 -0.268 0.11
N -0.18939 1.25443 -0.11875 0.570 -0.403 0.112 -0.31
O 2.58724 -2.25656 -0.17537 -1.045 3.142 0.370 -0.50
O -0.29160 -0.95394 0.19060 -0.139 -0.366 -0.003 -0.29
Cl 3.09881 1.02742 -0.00485 0.191 1.113 -0.049 0.25
H -2.26253 1.58457 -0.22125 -0.273 0.044 0.012 0.23
H -2.34614 -1.17608 0.21174 0.046 -0.171 0.011 0.23
```
Forces are in eV/Å.

***

Entry 7:
A 2-piece molecular cluster, C4H2ClO2 overall in a non-equilibrium geometry. Source: OMol25; level of theory: ωB97M-V/def2-TZVPD.

Summary:
**Charge**: -1
**Gap between HOMO and LUMO**: 7.04 eV
**HOMO**: -3.4 eV
**ΔE to the lowest compared entry with this formula, charge and spin**: 299.8 kJ/mol

Geometry as XYZ:
```
9
Properties=species:S:1:pos:R:3:forces:R:3:nbo_charge:R:1
C -0.00451 1.21307 -1.09907 1.248 -3.064 -2.434 -0.60
C -0.73356 2.08656 -0.63015 -1.016 4.619 2.291 0.46
C 0.99405 -1.79017 1.20209 -0.397 0.916 -1.950 0.68
C 0.07007 -1.02452 0.67848 0.378 -0.979 0.951 -0.81
O -1.06511 3.09981 -0.03037 -0.503 -1.325 -0.625 -0.66
O 1.92003 -2.47598 1.41464 -0.050 -0.145 0.796 -0.53
Cl -0.34305 0.10771 -2.42177 0.061 0.271 0.003 -0.10
H 0.11213 -0.19537 -0.04455 1.378 0.337 0.027 0.32
H -0.95004 -1.02111 0.93072 -1.099 -0.630 0.942 0.25
```
Forces are in eV/Å.

***

Entry 8:
An isolated ion of composition C4H2ClOS and charge -1 in a non-equilibrium geometry. Source: OMol25; level of theory: ωB97M-V/def2-TZVPD.

Summary:
**Charge**: -1
**Gap between HOMO and LUMO**: 6.95 eV
**HOMO**: -3.7 eV
**ΔE to the lowest compared entry with this formula, charge and spin**: 55.1 kJ/mol

Geometry as XYZ:
```
9
Properties=species:S:1:pos:R:3:forces:R:3:nbo_charge:R:1
C -0.52397 -1.35422 0.11080 1.376 -0.574 -1.445 -0.46
C 0.55936 1.24368 0.15100 -3.241 -3.094 -1.202 -0.10
C 1.33022 0.20439 -0.06965 0.172 -0.858 0.963 -0.12
C -1.16436 -0.27222 -0.08214 -1.304 0.529 1.109 0.33
O -0.87032 1.03948 0.01625 1.096 0.471 0.182 -0.52
S 2.85484 -0.29626 0.04276 0.394 -0.365 -0.303 -0.16
Cl -3.24957 -0.15142 0.02808 0.934 -0.108 -0.302 -0.41
H -0.64247 -2.45473 -0.10551 0.053 1.812 0.544 0.23
H 0.83520 2.17196 0.47777 0.520 2.188 0.453 0.20
```
Forces are in eV/Å.

***

Entry 9:
An isolated ion of composition C4H2ClS2 and charge -1 in a non-equilibrium geometry. Source: OMol25; level of theory: ωB97M-V/def2-TZVPD.

Summary:
**Charge**: -1
**Gap between HOMO and LUMO (alpha / beta)**: 6.66 / 5.33 eV
**HOMO (alpha / beta)**: -3.4 / -2.8 eV
**ΔE to the lowest compared entry with this formula, charge and spin**: 112.4 kJ/mol

Geometry as XYZ:
```
9
Properties=species:S:1:pos:R:3:forces:R:3:nbo_charge:R:1
C -0.74999 -0.07124 -0.03113 0.234 0.983 2.100 -0.41
C 0.40449 -0.08185 0.77963 0.728 -0.701 -0.694 -0.43
C -1.85090 0.47278 0.69011 0.368 -0.530 -1.006 -0.24
C -0.44843 -1.06360 3.26822 0.212 1.410 0.630 -0.36
S -0.78927 -1.14046 4.84656 0.241 -0.043 -1.022 -0.04
S 0.33527 0.38322 2.43738 -0.008 -1.682 0.488 0.30
Cl -3.44443 0.24991 -0.08482 -0.106 -0.131 -0.532 -0.19
H -0.51734 -0.40569 -1.03585 -0.907 -0.141 -0.387 0.19
H 1.31327 -0.63834 0.42642 -0.761 0.836 0.422 0.19
```
Forces are in eV/Å.

***

Entry 10:
C4H2EuO2 as an isolated structure in a non-equilibrium geometry. Source: OMol25; level of theory: ωB97M-V/def2-TZVPD.

Summary:
**Charge**: +2
**Gap between HOMO and LUMO (alpha / beta)**: 6.77 / 7.65 eV
**HOMO (alpha / beta)**: -18.4 / -19.3 eV
**Expectation value of S²**: 15.760
**2S+1**: 8
**ΔE to the lowest compared entry with this formula, charge and spin**: 243.9 kJ/mol

Geometry as XYZ:
```
9
Properties=species:S:1:pos:R:3:forces:R:3:mulliken_spin:R:1
O -2.66611 -0.46918 -0.38542 2.903 0.090 1.642 0.00
H -3.16398 0.34382 -0.53483 -0.408 0.275 -0.154 0.00
C -1.50043 -0.17354 0.21814 -5.000 -0.700 -1.233 -0.02
C -0.60252 -1.16536 0.46253 2.971 -2.986 -1.374 0.00
C 0.50364 -1.65762 0.08056 -4.406 1.571 1.334 0.01
C 1.77154 -1.11163 -0.18414 3.013 2.228 0.333 0.01
O 1.88132 0.15832 -0.18337 1.841 -4.346 -0.931 -0.01
Eu 0.24686 1.48546 0.10715 -0.731 3.814 0.494 7.00
H 2.67518 -1.71898 -0.31353 -0.183 0.053 -0.112 0.00
```
Forces are in eV/Å.

***

Entry 11:
A 2-piece molecular cluster, C4H2F2O overall in a non-equilibrium geometry. Source: OMol25; level of theory: ωB97M-V/def2-TZVPD.

Summary:
**Gap between HOMO and LUMO**: 9.86 eV
**HOMO**: -10.8 eV
**ΔE to the lowest compared entry with this formula, charge and spin**: 565.8 kJ/mol

Geometry as XYZ:
```
9
Properties=species:S:1:pos:R:3:forces:R:3:nbo_charge:R:1
C 1.45819 -1.91538 -0.15852 1.157 -1.983 -0.148 0.29
C 0.83211 -0.84215 -0.05338 -0.629 2.742 0.002 -0.60
C -0.32314 -0.00702 -0.61562 2.411 3.989 -3.596 0.17
C 0.42963 0.50371 0.51709 0.000 -0.355 -0.148 0.69
O -1.61402 -0.35026 -0.57112 -0.715 -0.017 1.403 -0.65
F -0.20729 0.36825 1.67579 -0.241 0.345 1.153 -0.31
F 1.16491 1.64376 0.52388 -0.349 -1.327 -0.217 -0.29
H 0.16077 0.84968 -1.70358 -1.839 -3.171 3.016 0.21
H -1.90115 -0.25059 0.38547 0.203 -0.223 -1.465 0.50
```
Forces are in eV/Å.

***

Entry 12:
A 2-piece molecular cluster, C4H2F2O overall in a non-equilibrium geometry. Source: OMol25; level of theory: ωB97M-V/def2-TZVPD.

Summary:
**Gap between HOMO and LUMO (alpha / beta)**: 8.63 / 7.31 eV
**HOMO (alpha / beta)**: -10.4 / -9.4 eV
**ΔE to the lowest compared entry with this formula, charge and spin**: 828.9 kJ/mol

Geometry as XYZ:
```
9
Properties=species:S:1:pos:R:3:forces:R:3:nbo_charge:R:1
C 1.98090 -2.28007 -0.24864 4.692 -5.991 -1.284 0.04
C 1.28908 -1.37556 -0.04127 -5.649 6.620 0.911 -0.41
C -0.00294 0.36663 0.09030 1.153 -0.678 0.370 0.03
C -1.32324 0.14171 0.15729 -2.843 0.130 -1.312 0.77
O 0.42244 1.28966 -0.77056 -2.607 -0.410 -1.358 -0.62
F -2.15005 0.67084 -0.74728 0.644 -0.657 0.674 -0.28
F -1.96832 -0.55912 1.03996 0.419 -0.073 0.002 -0.26
H 0.48101 0.30342 1.00888 0.664 0.013 1.578 0.24
H 1.27113 1.44249 -0.48868 3.527 1.045 0.420 0.49
```
Forces are in eV/Å.